This record from OMol25 describes 7 unconnected molecules or ions with the total composition C29H56BrCl13NO3S. The level of theory is ωB97M-V/def2-TZVPD.

For the calculated total energy, the calculation gives -282275.44428 eV. The LUMO energy is -4.83 eV. The orbital gap comes out at 0.26891 hartree. As for the HOMO energy: -12.15 eV. As for the charge: +1.

Geometry as XYZ:
```
104
Properties=species:S:1:pos:R:3:forces:R:3
Br 0.3852 1.5009 -1.0897 0.5 -0.9 0.0
Cl 4.2343 -4.8382 -1.6009 0.2 -0.2 0.1
Cl 1.6870 -5.2615 -3.8102 0.0 0.1 0.0
Cl -0.7072 7.3040 0.6198 0.0 0.0 0.0
Cl -0.1363 5.1868 3.4941 0.0 -0.1 0.0
Cl 1.4789 3.7885 6.1417 0.0 0.0 0.0
Cl -1.3544 1.0324 -7.4012 0.0 0.0 0.1
Cl -2.1354 -2.0169 -1.8295 -0.5 0.8 0.5
Cl -6.1537 0.9662 6.0450 0.0 0.0 0.0
Cl 5.6305 -6.3452 -5.9661 0.1 0.0 0.0
Cl 2.5885 -7.1493 -7.2852 0.0 0.0 0.1
Cl -8.7607 0.3964 3.9260 0.0 0.1 0.0
Cl 0.2691 -0.3951 -4.7747 0.1 0.0 -0.1
Cl -2.7679 7.5496 3.3302 -0.1 0.1 0.0
S -0.0362 -2.4573 2.1346 3.8 -4.0 1.5
O -5.8034 -0.6915 1.4093 0.4 0.5 -0.2
O -0.0764 -3.8631 1.6565 -1.0 3.0 0.2
O 1.3250 -2.0967 2.6277 -3.3 0.6 -1.2
N 0.2601 -1.4002 -0.3896 1.8 -0.4 2.1
C -5.3096 0.6481 1.3469 -0.1 1.2 -0.4
C -1.2054 -2.3149 3.5234 0.0 0.4 0.2
C 3.5639 2.2010 0.3111 -1.0 0.2 0.5
C -0.6649 1.1260 -4.7586 -0.2 0.2 0.0
C 4.3507 -1.2467 -0.2438 0.4 0.4 -0.1
C 3.6534 0.8730 1.1460 0.9 0.6 -0.7
C 4.8165 -0.0591 0.6640 -0.3 -0.8 0.6
C -2.4471 6.9312 0.6814 -0.1 0.0 -0.1
C -1.6148 -0.3939 0.4272 -2.0 -1.4 1.5
C 3.6967 -5.8734 -7.8476 0.1 0.1 -0.1
C 0.4954 5.2748 6.1523 -0.1 0.1 0.1
C 1.3793 -2.3481 -0.5912 0.9 -1.4 -1.9
C 3.3969 -6.3653 -1.9837 -0.1 -0.3 -0.1
C 2.3528 -1.9819 -1.7466 0.6 0.1 0.3
C -1.8510 1.0728 -5.6945 -0.1 0.0 0.0
C -6.9234 -0.6026 5.6935 -0.1 -0.2 0.0
C -0.1063 -0.3931 -1.3881 -3.1 0.9 -1.0
C 3.3526 -0.8349 -1.3723 -0.1 -0.4 -0.7
C -3.1970 7.8431 1.6260 -0.1 0.0 -0.1
C 5.1487 -6.2601 -7.6801 -0.1 0.0 -0.2
C -0.4594 -1.4039 0.6990 -1.2 1.7 -2.2
C -3.7927 0.7542 0.9712 0.4 -1.1 0.3
C -3.0568 -0.6489 0.9958 -0.4 0.5 0.4
C -0.6687 5.1921 5.1927 -0.1 0.0 0.2
C 2.4432 3.1018 0.9560 0.8 0.5 0.1
C -7.3936 -0.6947 4.2602 0.1 -0.1 0.1
C -1.6766 -0.3769 -1.1348 2.5 -0.7 0.3
C 2.9794 -6.4306 -3.4334 0.2 -0.2 0.0
C 3.0459 4.2120 1.9012 -0.9 -0.6 0.2
H 3.4612 -4.9589 -7.3052 0.0 -0.1 0.1
H 2.7904 0.0999 -1.1754 0.4 -0.6 0.2
H 1.9676 -2.5733 0.3156 -0.7 0.6 -0.1
H -2.4733 0.1997 -5.5018 0.1 0.0 0.0
H -6.1760 -1.3720 5.8863 0.0 0.0 -0.1
H 5.3604 -7.2253 -8.1364 -0.1 0.0 0.1
H -0.9455 -3.1648 4.1955 0.2 0.4 -0.8
H 3.9571 -0.6417 -2.2900 -0.5 0.0 0.6
H -3.0775 -0.9734 2.0561 0.3 0.1 -0.7
H 5.6494 0.4819 0.1669 -0.7 0.0 0.3
H 0.8896 -3.3137 -0.8920 0.2 0.8 0.4
H 1.8260 3.6325 0.1932 0.4 -0.5 0.4
H 1.8386 -1.8072 -2.7196 0.2 0.0 0.8
H -2.2667 -2.4386 3.2447 0.7 0.2 -0.1
H 5.7862 -5.5119 -8.1501 -0.1 0.0 0.0
H 5.2550 -1.6557 -0.7539 -0.6 0.1 0.4
H -1.0078 1.2781 -3.7349 0.0 0.0 0.0
H 0.0611 -0.6442 -2.4531 0.7 -0.1 1.0
H -3.6544 1.1940 -0.0422 -0.2 -0.1 0.8
H 3.8457 1.1614 2.2011 -0.2 -0.1 -0.5
H 1.7684 2.4265 1.5304 0.3 0.6 -0.3
H 5.2620 -0.5165 1.5802 -0.1 0.3 -0.7
H 3.3105 2.0251 -0.7553 0.3 -0.1 0.6
H 4.5254 2.7579 0.3351 -0.5 -0.5 0.0
H -1.3146 6.0609 5.3195 0.1 0.0 0.0
H -3.0039 8.8914 1.4062 0.1 -0.1 0.0
H -2.5589 5.8855 0.9650 0.1 0.1 0.1
H -2.8329 7.0550 -0.3306 0.0 0.1 0.1
H 2.5867 -7.4216 -3.6599 0.0 0.0 0.1
H -2.2666 0.3974 -1.6456 0.5 -0.3 0.4
H 4.0927 -7.1733 -1.7604 0.0 0.1 -0.1
H 0.0121 1.9387 -5.0154 0.0 -0.1 0.0
H 2.9731 -2.8940 -1.9182 -0.8 0.7 0.2
H -3.2602 1.3690 1.7324 -0.4 -0.1 -0.7
H -3.6248 -1.4185 0.4308 0.6 0.6 0.2
H -5.5242 1.1874 2.3000 0.3 -0.6 -0.5
H 0.1265 5.4036 7.1694 0.0 0.0 0.0
H -0.9795 -1.3871 4.0868 -0.3 -0.4 -0.6
H -1.2648 4.2973 5.3638 0.1 0.0 0.0
H 2.5413 -6.4569 -1.3166 0.0 0.1 0.0
H 2.2894 4.3823 2.6972 0.7 0.2 -0.4
H -5.8730 1.2206 0.5716 0.3 -0.4 0.6
H -6.5959 -0.4568 3.5619 -0.1 0.0 0.1
H 3.9781 -2.0642 0.4130 -0.1 0.5 -0.5
H 1.1486 6.1129 5.9158 0.0 -0.1 -0.1
H 3.9816 3.8713 2.3927 -0.5 0.3 -0.4
H -4.2685 7.6661 1.5363 0.0 -0.1 0.0
H -6.4781 -0.7376 0.7308 -0.2 -0.4 0.0
H -1.2891 0.5136 0.9763 0.1 0.1 -1.0
H 3.8158 -6.2362 -4.1017 -0.1 0.1 0.1
H 2.6691 0.3431 1.1312 0.6 0.3 0.0
H 3.1970 5.1710 1.3620 0.1 -0.7 0.3
H -7.7448 -0.7404 6.3944 0.0 0.1 0.0
H 3.4805 -5.7092 -8.9031 0.1 -0.1 0.0
H -7.7382 -1.7073 4.0503 0.0 0.0 0.1
H -2.4630 1.9652 -5.5620 0.1 0.0 0.0
```
Forces are in eV/Å.